The following is a DFT calculation (wB97M-V/def2-TZVPD) of 5 unconnected molecules or ions with the total composition C28H39Cl3N6O6P at a distorted geometry.

Results
Lowest unoccupied orbital energy ... 1.11 eV
Molar mass ... 693.0 g/mol
Frontier orbital gap ... 5.634 eV
HOMO energy ... -0.166 Eh

```
! wB97M-V def2-TZVPD RIJCOSX def2/J DEFGRID3
* xyz -1 1
C 0.2664 -5.0275 0.6342
C -0.7893 -4.3276 0.2360
C -1.8472 -3.1166 0.0350
C -3.3410 -3.4156 0.5042
C -4.5055 -2.3035 0.4165
N -5.8208 -2.7165 0.8819
C -6.7144 -1.5909 0.7198
C -8.2709 -1.8507 1.1386
Cl -9.0777 -0.9929 2.5506
C -9.0239 -2.7847 0.3275
C -10.5917 -3.1386 0.6021
Cl -8.2569 -3.6305 -1.1409
C -6.3651 -0.1492 0.1912
P -7.6863 1.2459 0.0982
C -7.2751 2.3204 1.6486
C -7.2619 2.3805 -1.3645
N -5.0301 0.1992 -0.2518
C -4.0877 -0.9038 -0.1600
C -2.5899 -0.6185 -0.6729
Cl -2.2489 1.0665 -1.3771
C -1.4200 -1.6925 -0.6028
C 0.1018 -1.4024 -1.1035
O 0.8977 -2.3623 -1.4925
O 0.6758 -0.0961 -1.1082
H 1.2624 -5.4662 1.0352
H -3.6004 -4.4673 0.9298
H -11.0766 -3.4215 -0.4218
H -10.6977 -4.0776 1.2687
H -11.1470 -2.2167 1.0178
H -7.8334 3.3291 1.6222
H -6.1193 2.4973 1.6896
H -7.5269 1.7131 2.5941
H -7.3286 3.5106 -1.0881
H -6.1724 2.1688 -1.7186
H -7.9468 2.1189 -2.2667
C 4.6505 3.1828 -0.7123
C 3.8776 3.9410 -1.7562
O 4.0628 5.1389 -1.9657
N 2.9495 3.2603 -2.4797
C 2.5894 1.8594 -2.3820
H 5.3525 3.8577 -0.2182
H 3.9685 2.7817 0.0410
H 5.2188 2.3740 -1.1800
H 2.4711 3.8343 -3.1605
H 2.7652 1.3948 -3.3555
H 1.5258 1.7970 -2.1443
H 3.1618 1.3339 -1.6210
C -9.8230 3.8229 5.7291
C -8.6618 3.0936 5.1087
O -8.3281 3.2726 3.9435
N -7.9732 2.2109 5.8842
C -8.2097 1.8643 7.2680
H -10.2702 4.4891 4.9894
H -10.5831 3.1093 6.0553
H -9.4798 4.4252 6.5734
H -7.2084 1.7609 5.3989
H -7.3055 2.0951 7.8367
H -8.4001 0.7896 7.3226
H -9.0532 2.4039 7.6935
C 8.2981 0.7768 -2.2607
C 7.1670 0.1104 -1.5256
O 6.0544 0.6164 -1.4445
N 7.4086 -1.0944 -0.9383
C 8.6420 -1.8474 -0.9223
H 7.9535 1.7266 -2.6737
H 9.1240 0.9780 -1.5746
H 8.6343 0.1441 -3.0843
H 6.6024 -1.4794 -0.4641
H 8.4524 -2.8223 -1.3795
H 8.9387 -1.9940 0.1197
H 9.4432 -1.3441 -1.4606
C 13.1069 -0.5901 -4.1791
C 11.9763 -1.2576 -3.4440
O 10.8638 -0.7508 -3.3632
N 12.2184 -2.4625 -2.8572
C 13.4524 -3.2163 -2.8411
H 12.7614 0.3594 -4.5914
H 13.9330 -0.3885 -3.4933
H 13.4433 -1.2226 -5.0038
H 11.4124 -2.8479 -2.3832
H 13.2630 -4.1906 -3.2982
H 13.7487 -3.3631 -1.7995
H 14.2538 -2.7134 -3.3784
*
```

Here are the Löwdin charges for atoms 1 to 2, given in e: number 1, C, carries 0.06; number 2, C, carries -0.08

The following is a DFT calculation (wB97M-V/def2-TZVPD) of a molecular structure, C45H44BrF5NO2P2S2TeTl at a distorted geometry.

Results
Lowest unoccupied orbital energy ... -1.18 eV
Molar mass ... 1263.8 g/mol
Relative energy (zero: lowest compared OMol25 entry of this formula, charge and spin) ... 0.597 eV
Frontier orbital gap ... 7.023 eV
HOMO energy ... -0.302 Eh

```
! wB97M-V def2-TZVPD RIJCOSX def2/J DEFGRID3
* xyz 0 1
Tl -0.0893 0.0821 1.0828
C -2.9634 2.9705 -0.1367
C -2.4867 3.1657 1.3061
P -0.7685 2.6705 1.7700
C -0.6950 3.0325 3.5521
C -1.8220 3.2666 4.3340
C -1.6802 3.5305 5.6883
C -0.4238 3.5360 6.2723
C 0.7022 3.3012 5.4955
C 0.5705 3.0557 4.1405
C 0.3882 3.9242 1.1278
C 1.6539 3.4743 0.7542
C 2.6205 4.3751 0.3359
C 2.3285 5.7308 0.2997
C 1.0743 6.1836 0.6902
C 0.1035 5.2866 1.1058
C -3.5837 1.6042 -0.4259
P -2.5156 0.0706 -0.4714
C -3.8583 -1.1295 -0.1411
C -4.5709 -1.0493 1.0541
C -5.5559 -1.9800 1.3467
C -5.8404 -3.0014 0.4522
C -5.1272 -3.0935 -0.7335
C -4.1353 -2.1697 -1.0248
C -2.1420 -0.1957 -2.2475
C -0.9315 -0.8023 -2.5846
C -0.5901 -1.0202 -3.9104
C -1.4602 -0.6393 -4.9216
C -2.6756 -0.0542 -4.5976
C -3.0138 0.1708 -3.2715
H -2.1826 3.2087 -0.8546
H -3.7570 3.7036 -0.3023
H -3.1377 2.5926 1.9717
H -2.5763 4.2187 1.5817
H -2.8143 3.2490 3.9044
H -2.5594 3.7221 6.2903
H -0.3215 3.7129 7.3352
H 1.6863 3.2983 5.9447
H 1.4536 2.8578 3.5493
H 1.8943 2.4178 0.8083
H 3.5987 4.0093 0.0512
H 3.0812 6.4402 -0.0192
H 0.8539 7.2436 0.6788
H -0.8702 5.6471 1.4161
H -4.1247 1.6556 -1.3723
H -4.3241 1.3928 0.3469
H -4.3317 -0.2879 1.7843
H -6.0970 -1.9068 2.2814
H -6.6138 -3.7237 0.6799
H -5.3424 -3.8903 -1.4342
H -3.5693 -2.2604 -1.9432
H -0.2591 -1.1213 -1.8048
H 0.3579 -1.4900 -4.1448
H -1.1964 -0.8059 -5.9582
H -3.3688 0.2242 -5.3814
H -3.9705 0.6219 -3.0395
C 0.0214 2.5297 -2.2858
C 1.3056 1.7759 -2.3680
C 2.2127 2.0898 -3.4012
C 3.3539 1.3637 -3.5268
C 3.6077 0.3082 -2.6277
C 4.7802 -0.4687 -2.7158
C 5.0211 -1.4554 -1.8072
C 4.0915 -1.7129 -0.7916
C 2.9260 -0.9925 -0.6880
S 1.8838 -1.5014 0.6303
C 2.6482 0.0646 -1.6037
N 1.5207 0.8156 -1.4941
H 0.1250 3.5464 -2.6641
H -0.3094 2.5599 -1.2550
H -0.7330 2.0108 -2.8833
H 1.9854 2.9051 -4.0750
H 4.0764 1.5853 -4.3036
H 5.4909 -0.2520 -3.5043
H 5.9285 -2.0430 -1.8574
H 4.2909 -2.4719 -0.0467
C 3.7986 -5.9348 -2.1899
C 2.5159 -5.4798 -1.5519
C 1.4187 -5.1128 -2.3262
C 0.2566 -4.6517 -1.7292
C 0.1855 -4.5390 -0.3474
C 1.2582 -4.9240 0.4422
C 2.4083 -5.3991 -0.1657
S -1.3233 -3.7567 0.2563
C -1.2143 -4.1442 2.0147
O -1.1496 -2.2551 0.1692
H 3.8025 -5.7183 -3.2571
H 3.9356 -7.0099 -2.0576
H 4.6495 -5.4342 -1.7274
H 1.4803 -5.1785 -3.4061
H -0.5961 -4.3638 -2.3350
H 1.2304 -4.8365 1.5206
H 3.2491 -5.6903 0.4537
H -0.4533 -3.5095 2.4692
H -0.9914 -5.2025 2.1415
H -2.1858 -3.9022 2.4411
Br -1.7094 -0.4946 3.0739
F 4.0125 1.0494 3.4633
Te 2.8459 -0.3314 2.8130
F 4.4033 -1.3747 2.4370
F 2.0676 -2.1375 3.1469
F 3.4844 0.7044 1.2242
F 3.0393 -0.6675 4.6856
O 1.3319 0.6112 2.8989
*
```

Here are the Löwdin charges for atoms 1 to 2, given in e: number 1, Tl, carries 0.30; number 2, C, carries -0.27